Entry 1:
# C24H32N4OS2Tc

C24H32N4OS2Tc as an isolated structure (ωB97M-V with the def2-TZVPD basis set, the OMol25 dataset).

```
64
Properties=species:S:1:pos:R:3:forces:R:3:nbo_charge:R:1
Tc 0.777685 -0.553073 -0.348835 -0.44 -0.28 -0.33 0.871
C -1.963581 0.476195 -2.257426 0.01 -0.04 0.15 -0.405
N -1.710847 0.345489 -0.810572 0.13 -0.09 -0.05 -0.512
C -2.612788 -0.698885 -0.273553 0.13 0.00 0.07 -0.205
C -2.270072 -1.156093 1.135412 0.05 0.08 -0.14 -0.243
N -1.019734 -1.913149 1.184962 0.08 0.07 -0.05 -0.499
C -1.180374 -3.295971 0.726892 0.03 0.02 0.01 -0.411
C -0.403842 -1.917055 2.492222 0.15 0.01 0.07 0.226
C -1.183580 -1.904054 3.640658 -0.04 -0.02 -0.01 -0.276
C -0.603346 -1.921359 4.899683 0.01 0.01 0.03 -0.215
C 0.777005 -1.965819 5.012169 0.02 0.00 0.01 -0.212
C 1.564426 -1.985933 3.872581 -0.05 -0.02 0.00 -0.220
C 0.996513 -1.958226 2.599916 -0.15 0.01 -0.03 -0.183
S 2.035129 -1.969542 1.180645 0.04 -0.04 -0.03 -0.247
C -1.909317 1.611238 -0.119990 0.10 0.16 0.12 0.139
C -2.994753 2.414166 -0.470509 -0.02 0.01 0.00 -0.252
C -3.214978 3.636838 0.135961 -0.03 0.01 0.00 -0.248
C -2.339339 4.063095 1.127836 0.05 0.00 0.01 -0.203
C -1.269258 3.271015 1.495542 -0.05 0.00 -0.03 -0.224
C -1.019117 2.027512 0.889970 -0.08 -0.06 -0.20 -0.198
S 0.354791 1.100920 1.446290 0.01 0.12 0.29 -0.248
H -3.033598 0.535753 -2.487801 0.03 -0.01 -0.03 0.180
H -1.547878 -0.379244 -2.777180 0.06 -0.19 -0.05 0.211
H -1.484672 1.371017 -2.649366 0.03 0.02 0.01 0.201
H -2.572476 -1.543843 -0.960714 0.00 -0.06 -0.06 0.195
H -3.645791 -0.326733 -0.277083 -0.01 0.02 -0.04 0.189
H -3.119527 -1.743144 1.513008 0.01 -0.01 -0.01 0.184
H -2.154613 -0.283254 1.776839 -0.03 0.03 0.03 0.240
H -1.801611 -3.874139 1.422595 -0.01 0.00 0.01 0.181
H -0.195874 -3.757873 0.656613 0.00 0.00 0.02 0.228
H -1.643158 -3.321319 -0.257732 -0.01 0.01 -0.01 0.188
H -2.263541 -1.878306 3.556283 0.03 0.01 0.02 0.207
H -1.227686 -1.897251 5.783334 0.00 -0.01 0.00 0.208
H 1.244222 -1.974959 5.988925 0.00 0.00 -0.01 0.210
H 2.643496 -2.004654 3.954621 0.00 0.01 0.00 0.219
H -3.683723 2.078549 -1.236617 0.02 0.01 0.02 0.208
H -4.059721 4.245108 -0.158416 0.00 0.01 0.00 0.213
H -2.490863 5.019758 1.612185 0.00 -0.01 0.02 0.214
H -0.587024 3.595477 2.270986 0.00 0.02 0.00 0.225
C 2.790522 -3.339615 -2.284554 -0.01 -0.07 -0.04 -0.263
O 2.238120 -2.026098 -2.185085 -0.13 -0.11 0.06 -0.556
C 0.933549 -1.899931 -1.758449 0.27 0.09 -0.04 0.209
C 0.007267 -2.858749 -2.447218 -0.01 0.08 0.08 -0.729
H 3.803909 -3.217554 -2.658265 0.01 0.01 0.02 0.198
H 2.230064 -3.970140 -2.976117 0.03 0.03 -0.04 0.172
H 2.816786 -3.808534 -1.298752 -0.01 0.01 0.00 0.197
H 0.151649 -3.878266 -2.077642 -0.02 0.00 0.02 0.233
H 0.202353 -2.863698 -3.524897 -0.02 0.01 0.02 0.227
H -1.033119 -2.598272 -2.279896 -0.09 0.06 0.02 0.214
C 1.353879 4.832623 -1.651248 -0.03 -0.06 0.00 -0.649
C 1.857616 3.432175 -1.585693 0.01 0.02 0.09 0.200
C 3.128135 2.913706 -1.485133 0.05 -0.02 -0.03 -0.344
C 2.970116 1.519790 -1.399974 0.00 -0.07 -0.05 0.222
N 1.677195 1.201257 -1.462328 -0.01 0.19 0.10 -0.341
N 1.026376 2.379663 -1.574919 -0.10 -0.01 -0.16 -0.324
C 4.027017 0.487089 -1.204343 -0.04 0.03 0.05 -0.670
H 2.191060 5.526289 -1.662309 -0.02 0.01 -0.01 0.233
H 0.731313 5.051728 -0.781732 0.01 0.01 0.00 0.239
H 0.752558 4.996724 -2.546545 0.02 0.02 -0.01 0.226
H 4.054225 3.462452 -1.459625 -0.02 0.00 -0.02 0.230
H 0.020518 2.405915 -1.547309 -0.02 -0.03 0.13 0.419
H 4.927721 0.755956 -1.755065 0.00 0.00 -0.01 0.222
H 3.671803 -0.485147 -1.537913 0.06 0.03 0.01 0.256
H 4.282785 0.412385 -0.145321 0.00 -0.01 0.00 0.242
```
Positions in Å, forces in eV/Å.

As for the net charge: 0. As for the spin multiplicity: 4. Its molecular weight is 554.681 g mol⁻¹. The HOMO-LUMO gap (alpha / beta) comes out at 7.19 / 7.00 eV.

***

Entry 2:
# C24H32N6O8

A 7-piece molecular cluster, C24H32N6O8 overall at a distorted geometry (ωB97M-V with the def2-TZVPD basis set, the OMol25 dataset).

```
70
Properties=species:S:1:pos:R:3:forces:R:3:nbo_charge:R:1
O 4.435305 0.873582 1.621581 0.36 -0.57 0.65 -0.654
C 3.724245 0.833442 0.486011 -1.51 -0.12 -2.96 0.262
C 3.696825 1.965372 -0.330829 -0.33 0.60 -0.14 -0.264
C 2.922315 2.031972 -1.505569 0.81 -1.29 0.97 -0.274
C 2.231885 0.888602 -1.864289 -1.05 0.81 -0.05 0.280
O 1.460275 0.888912 -2.973149 -1.13 -0.82 -1.05 -0.694
C 2.067505 -0.195978 -1.018469 1.24 0.19 1.28 -0.242
C 2.934045 -0.282548 0.077461 0.24 1.38 0.72 -0.277
H 4.303405 -0.008658 1.976341 0.38 -0.10 0.65 0.473
H 4.231765 2.841282 0.005361 0.13 0.11 0.02 0.217
H 2.780745 2.891352 -2.144199 0.44 0.31 0.19 0.221
H 1.501785 1.655222 -3.549909 0.40 0.30 0.42 0.487
H 1.190105 -0.825658 -1.009869 0.26 -0.48 -0.80 0.248
H 2.903765 -1.125648 0.751741 -0.24 -0.31 0.01 0.210
O -1.561925 2.467062 0.104911 0.88 0.54 0.16 -0.728
C -1.401075 1.268822 0.760211 -0.74 0.90 -0.79 0.317
C -2.551305 0.534822 0.920111 -0.21 -2.99 0.91 -0.266
C -2.490905 -0.840278 1.315321 0.58 1.99 -0.21 -0.275
C -1.231405 -1.308378 1.692081 0.59 -1.13 0.50 0.362
O -1.045715 -2.535538 2.267461 -2.84 -0.16 -0.11 -0.757
C -0.110155 -0.508128 1.587231 -0.02 0.42 0.54 -0.294
C -0.156805 0.788462 1.119591 -0.01 -0.45 0.03 -0.290
H -2.480875 2.735362 0.176781 -0.45 0.14 0.10 0.500
H -3.545085 0.936402 0.787671 0.10 0.34 -0.48 0.237
H -3.423925 -1.384148 1.305971 0.24 -0.37 0.36 0.229
H -0.175995 -2.907548 2.431151 1.01 0.51 -0.41 0.505
H 0.798165 -0.882638 2.035681 0.27 -0.13 -0.30 0.194
H 0.789945 1.306262 1.075481 -0.19 0.42 -0.30 0.223
O 2.917795 -3.686408 0.325831 0.56 -0.58 2.15 -0.697
C 1.969755 -3.748648 -0.602089 -0.35 0.53 -0.58 0.314
C 2.435165 -3.476688 -1.833679 -2.62 0.13 -4.38 -0.258
C 1.462265 -3.532348 -2.900399 0.59 -0.05 2.31 -0.279
C 0.103375 -3.898098 -2.659129 1.42 0.22 -0.75 0.256
O -0.701565 -4.036948 -3.791579 0.43 0.22 1.13 -0.667
C -0.327885 -4.142548 -1.354199 1.07 0.77 -0.27 -0.236
C 0.625945 -3.976708 -0.333489 -0.67 -1.14 -0.38 -0.301
H 2.425585 -4.027568 1.076121 0.34 0.25 1.21 0.480
H 3.438135 -3.196398 -2.119839 0.12 -0.08 0.53 0.227
H 1.863285 -3.215978 -3.851979 -0.47 -0.21 -0.49 0.206
H -0.051045 -3.814378 -4.461559 -0.47 -0.09 -0.73 0.472
H -1.355935 -4.376558 -1.120179 0.00 -0.07 -0.06 0.232
H 0.334655 -4.236238 0.673591 -0.06 0.24 0.03 0.233
N -5.754725 5.511672 0.343531 -0.07 0.15 1.06 -0.850
C -5.152695 4.309792 0.098341 -0.66 1.51 3.45 0.773
N -5.343545 4.086312 -1.168939 0.92 -2.83 -3.21 -0.832
O -4.611835 3.578512 0.924461 0.60 0.44 -0.69 -0.682
H -6.244735 5.788902 -0.494999 0.16 1.43 1.08 0.377
H -5.540055 6.056812 1.166231 -0.47 -0.02 -0.41 0.413
H -4.936495 3.183802 -1.368639 -0.71 -0.33 -1.09 0.418
H -6.200765 4.411342 -1.592779 0.45 -0.57 -0.33 0.388
N 1.610735 -2.786368 4.563641 -0.49 3.01 4.45 -0.798
C 1.994525 -3.497178 3.581751 -0.16 -1.47 -0.40 0.764
N 3.035405 -4.244938 3.716921 4.05 -2.12 1.33 -0.801
O 1.305625 -3.574418 2.623021 -2.32 -0.26 -5.25 -0.716
H 0.982855 -2.024668 4.349901 -0.07 -0.19 0.56 0.427
H 2.110755 -2.882678 5.435881 -0.43 0.76 0.01 0.388
H 3.530625 -4.215658 4.596691 0.25 -0.18 -0.42 0.386
H 3.376225 -4.873898 3.003931 -0.35 0.21 0.15 0.421
C -1.794525 0.900042 -2.808409 0.91 -0.28 0.19 -0.751
C -3.185535 0.754992 -2.441549 -0.92 0.42 0.67 0.326
N -4.293785 0.691212 -2.120279 0.78 0.07 -0.32 -0.384
H -1.397695 1.911832 -2.725399 -0.64 0.33 -0.52 0.277
H -1.639505 0.436472 -3.782659 0.21 0.26 0.01 0.254
H -1.122255 0.435332 -2.087159 -0.33 -0.66 0.08 0.275
C 0.503455 4.406782 0.632821 0.13 0.55 -0.08 -0.717
C 0.139075 4.700422 -0.773929 -0.47 0.92 -3.52 0.322
N -0.124215 5.072092 -1.873419 1.00 -1.60 4.23 -0.376
H 0.601475 3.372212 0.961711 -0.50 0.07 -0.69 0.264
H -0.260015 4.913372 1.223231 0.09 -0.18 0.26 0.256
H 1.475185 4.841622 0.866821 -0.04 0.37 -0.21 0.243
```
Positions in Å, forces in eV/Å.

As for the net charge: 0. Its molecular weight is 532.554 g mol⁻¹. As for the structure (SMILES): Oc1ccc(O)cc1.Oc1ccc(O)cc1.Oc1ccc(O)cc1.NC(N)=O.NC(N)=O.CC#N.CC#N. The HOMO-LUMO gap comes out at 7.54 eV.